Entry 1:
DFT (the ωB97M-V functional and the def2-TZVPD basis) results for C5H7Cl2F in the gas phase.

Cartesian coordinates (Å):
C 2.495 -0.198 0.621
C 2.078 0.605 -0.359
C 0.519 0.856 -0.600
C 0.151 2.223 -0.263
C -0.435 -0.098 0.072
F -0.032 -0.218 1.402
Cl -2.266 0.162 0.062
Cl 0.099 -1.703 -0.554
H 3.521 -0.562 0.878
H 1.710 -1.057 1.056
H 2.603 1.036 -1.105
H 0.513 0.650 -1.771
H -0.889 2.510 -0.536
H 0.016 2.210 0.861
H 0.810 3.039 -0.470

Results
energy above the lowest of the compared OMol25 structures with the same formula, charge and spin = 185.7 kJ/mol
HOMO = -9.87 eV
orbital gap = 10.5 eV
E_tot = -33058.272 eV

Entry 2:
DFT (the ωB97M-V functional and the def2-TZVPD basis) results for C5H7Cl2F in the gas phase.

Cartesian coordinates (Å):
C 1.580 -1.110 0.455
C 1.040 -0.535 -0.570
C -0.247 0.217 -0.571
C 0.017 1.633 0.013
C -1.419 -0.502 0.250
F -1.149 -0.356 1.618
Cl -2.982 0.187 -0.113
Cl -1.508 -2.266 -0.170
H 2.569 -1.675 0.442
H 1.137 -1.064 1.382
H 1.457 -0.657 -1.590
H -0.565 0.324 -1.611
H -0.917 2.196 -0.030
H 0.251 1.485 1.102
H 0.736 2.124 -0.606

Results
energy above the lowest of the compared OMol25 structures with the same formula, charge and spin = 24.9 kJ/mol
HOMO = -10.05 eV
orbital gap = 10.8 eV
E_tot = -33059.939 eV

Entry 3:
DFT (the ωB97M-V functional and the def2-TZVPD basis) results for a molecular structure, C5H7Cl2N.

Cartesian coordinates (Å):
C 0.241 -0.229 -1.214
C -0.479 -0.969 -0.066
C 0.389 -0.648 1.154
C 0.574 0.866 0.907
C -0.245 0.987 -0.376
H -0.877 -1.975 -0.192
H -0.159 -0.864 2.076
H 1.319 -1.225 1.161
H 0.138 1.478 1.707
H 1.629 1.175 0.751
H -0.387 1.958 -0.834
H -2.086 0.123 -0.815
N -1.441 0.183 0.004
Cl 1.981 -0.485 -1.481
Cl -0.597 -0.375 -2.780

Results
energy above the lowest of the compared OMol25 structures with the same formula, charge and spin = 14.7 kJ/mol
HOMO = -9.76 eV
orbital gap = 10.6 eV
E_tot = -31832.600 eV

Entry 4:
DFT (the ωB97M-V functional and the def2-TZVPD basis) results for a gas-phase ion, C5H7Cl2N5O (charge +2).

Cartesian coordinates (Å):
N 1.943 -0.807 -0.940
C 1.627 -0.426 0.418
N 2.545 -0.102 1.347
C 1.950 0.135 2.508
Cl 2.707 0.627 3.905
N 0.637 -0.098 2.362
C 0.383 -0.415 1.016
N -0.881 -0.716 0.626
C -1.865 -0.579 -0.116
N -2.084 0.390 -1.174
O -2.937 -0.187 -2.076
C -1.457 1.550 -1.182
Cl -1.924 2.701 -2.430
H 1.999 -1.790 -0.957
H 2.896 -0.365 -1.175
H 1.297 -0.630 -1.845
H -0.221 -0.170 3.037
H -2.737 -1.264 -0.200
H -2.966 0.413 -2.859
H -0.912 1.732 -0.266

Results
energy above the lowest of the compared OMol25 structures with the same formula, charge and spin = 120.6 kJ/mol
HOMO = -15.79 eV
orbital gap = 6.4 eV
total charge = +2
E_tot = -39819.758 eV

Entry 5:
DFT (the ωB97M-V functional and the def2-TZVPD basis) results for 2 unconnected molecules or ions with the total composition C5H7Cl3.

Cartesian coordinates (Å):
Cl -2.753 0.367 0.532
C -2.109 -1.131 -0.262
Cl -2.121 -2.634 0.721
Cl -2.908 -1.561 -1.752
H -1.148 -0.826 -0.708
C 1.505 0.002 -1.889
C 1.057 0.536 -0.781
C 1.018 1.227 0.332
C 0.849 0.665 1.750
H 2.337 -0.610 -1.880
H 0.986 -0.192 -2.863
H 1.053 2.310 0.235
H 0.562 -0.395 1.861
H 1.693 1.008 2.487
H -0.020 1.233 2.220

Results
energy above the lowest of the compared OMol25 structures with the same formula, charge and spin = 246.5 kJ/mol
HOMO = -9.10 eV
orbital gap = 9.6 eV
E_tot = -42862.824 eV

Entry 6:
DFT (the ωB97M-V functional and the def2-TZVPD basis) results for 2 unconnected molecules or ions with the total composition C5H7ClN2O.

Cartesian coordinates (Å):
C 0.584 -0.284 2.221
C 1.665 -0.188 1.397
C -0.444 -0.602 1.398
C -0.960 1.693 -1.391
C -0.621 -0.678 -1.095
N 1.365 -0.376 0.156
N 0.000 -0.593 0.120
O 0.040 -1.243 -2.097
Cl 0.008 2.395 -2.553
H 0.473 -0.336 3.296
H 2.714 -0.236 1.755
H -1.443 -0.849 1.721
H -0.782 2.031 -0.374
H -1.969 1.512 -1.631
H -1.644 -0.977 -1.173
H 1.013 -1.269 -1.748

Results
energy above the lowest of the compared OMol25 structures with the same formula, charge and spin = 345.1 kJ/mol
HOMO (spin up / spin down) = -7.26 / -7.37 eV
orbital gap (spin up / spin down) = 7.7 / 7.8 eV
E_tot = -22844.725 eV

Entry 7:
DFT (the ωB97M-V functional and the def2-TZVPD basis) results for C5H7ClN2OS in the gas phase.

Cartesian coordinates (Å):
C -2.521 0.764 0.257
C -2.029 -0.476 0.566
C -1.662 1.725 -0.313
C -0.746 -0.740 0.195
C -0.318 1.415 -0.621
N 0.095 0.121 -0.355
N 2.004 -1.696 -0.298
O 1.945 -0.060 1.497
S 2.159 -0.012 0.090
Cl 4.314 0.393 -0.206
H -3.567 0.984 0.649
H -2.602 -1.351 0.934
H -2.140 2.732 -0.640
H -0.315 -1.755 0.451
H 0.426 2.063 -1.105
H 2.273 -1.860 -1.248
H 2.684 -2.247 0.147

Results
energy above the lowest of the compared OMol25 structures with the same formula, charge and spin = 155.0 kJ/mol
HOMO = -8.66 eV
orbital gap = 8.6 eV
E_tot = -33682.136 eV

Entry 8:
DFT (the ωB97M-V functional and the def2-TZVPD basis) results for a molecular structure, C5H7ClN3O2.

Cartesian coordinates (Å):
C 2.728 0.448 0.818
C 1.075 1.816 0.753
C 1.841 -0.701 0.851
C -0.887 1.250 -0.657
C -0.490 -1.353 0.580
N 0.269 0.920 0.149
N 0.593 -0.436 0.318
N 3.830 0.913 0.700
O 0.956 3.021 0.732
O 2.092 -1.772 1.383
Cl 6.013 -0.251 -0.748
H -1.829 0.977 -0.172
H -0.858 2.331 -0.795
H -0.818 0.757 -1.628
H -1.194 -0.944 1.312
H -1.021 -1.600 -0.342
H -0.035 -2.256 0.989
H 4.696 0.441 0.242

Results
energy above the lowest of the compared OMol25 structures with the same formula, charge and spin = 82.4 kJ/mol
HOMO (spin up / spin down) = -4.15 / -4.15 eV
orbital gap (spin up / spin down) = 7.0 / 7.0 eV
total charge = -1
E_tot = -26385.462 eV

Entry 9:
DFT (the ωB97M-V functional and the def2-TZVPD basis) results for C5H7ClO in the gas phase.

Cartesian coordinates (Å):
O 0.628 0.305 2.292
C 0.554 1.167 1.471
C 0.830 0.899 -0.046
C -0.500 0.438 -0.686
C -1.047 -0.820 -0.540
C -0.284 -2.092 -0.258
Cl 1.077 -2.496 -1.484
H 0.386 2.235 1.760
H 1.604 0.212 -0.216
H 1.335 1.828 -0.375
H -1.183 1.078 -1.197
H -2.049 -0.934 -1.041
H -0.973 -3.072 -0.346
H 0.161 -2.087 0.711

Results
energy above the lowest of the compared OMol25 structures with the same formula, charge and spin = 136.5 kJ/mol
HOMO = -9.59 eV
orbital gap = 9.9 eV
E_tot = -19866.538 eV

Entry 10:
DFT (the ωB97M-V functional and the def2-TZVPD basis) results for C5H7ClS2 in the gas phase.

Cartesian coordinates (Å):
C 0.895 -1.468 -0.430
C 0.531 -0.190 -0.482
S 0.457 0.630 -2.077
C -1.263 0.688 -2.328
S -1.977 1.341 -3.617
C 0.211 0.649 0.719
C 0.038 -0.115 2.026
Cl 1.511 1.891 0.944
H 1.152 -2.022 -1.355
H 0.996 -1.997 0.497
H -1.832 0.215 -1.500
H -0.685 1.262 0.536
H -0.753 -0.848 1.912
H 0.950 -0.622 2.327
H -0.231 0.585 2.827

Results
energy above the lowest of the compared OMol25 structures with the same formula, charge and spin = 63.5 kJ/mol
HOMO = -8.84 eV
orbital gap = 8.6 eV
E_tot = -39490.426 eV